1.
C19H43O10P2 | wB97M-V/def2-TZVPD

```
74
Properties=species:S:1:pos:R:3
C -1.19 2.02 0.84
C -0.57 3.40 1.19
C 0.92 3.34 1.54
C 1.90 3.46 0.37
C 1.55 4.51 -0.70
C 1.75 5.97 -0.25
C 0.49 6.62 0.35
O -0.18 7.36 -0.40
O 0.18 6.32 1.53
H -2.08 1.89 1.46
H -0.52 1.20 1.06
H -1.57 1.99 -0.18
H -0.82 4.13 0.42
H -1.09 3.74 2.09
H 1.08 2.36 2.02
H 1.12 4.08 2.32
H 2.86 3.78 0.79
H 2.10 2.50 -0.11
H 2.26 4.35 -1.52
H 0.56 4.36 -1.14
H 1.97 6.54 -1.17
H 2.62 6.08 0.40
O -0.67 -0.39 -2.47
P -1.49 -0.62 -3.70
O -2.88 -1.03 -2.88
C -3.65 -0.01 -2.25
C -4.34 0.89 -3.27
O -0.93 -2.13 -4.04
C 0.38 -2.52 -3.63
C 0.32 -3.25 -2.31
O -2.42 -0.65 -5.06
C -2.02 -1.29 -6.29
C -2.67 -2.65 -6.39
H -3.01 0.58 -1.59
H -4.40 -0.51 -1.64
H -3.61 1.47 -3.84
H -5.01 1.59 -2.77
H -4.91 0.29 -3.98
H 1.05 -1.67 -3.57
H 0.77 -3.18 -4.42
H -0.24 -2.67 -1.58
H 1.32 -3.45 -1.92
H -0.20 -4.20 -2.42
H -0.93 -1.35 -6.37
H -2.37 -0.66 -7.10
H -2.44 -3.28 -5.54
H -2.33 -3.16 -7.30
H -3.76 -2.55 -6.43
O 2.49 -2.57 1.71
P 2.04 -2.07 3.03
O 2.34 -3.24 4.12
C 3.69 -3.58 4.42
C 4.41 -2.49 5.18
O 0.42 -2.20 2.92
C -0.24 -2.40 1.66
C -0.56 -3.87 1.43
O 1.97 -0.85 4.07
C 0.97 0.20 4.00
C -0.13 -0.08 4.99
H 4.22 -3.82 3.49
H 3.65 -4.49 5.02
H 4.54 -1.59 4.57
H 5.40 -2.83 5.50
H 3.84 -2.19 6.06
H 0.35 -2.00 0.84
H -1.16 -1.83 1.70
H 0.32 -4.50 1.56
H -0.95 -4.01 0.42
H -1.30 -4.22 2.15
H 0.59 0.31 2.99
H 1.47 1.13 4.26
H -0.58 -1.05 4.84
H -0.91 0.68 4.91
H 0.26 -0.07 6.01
```

Calculated values
- Kohn-Sham gap (eV) = 4.6
- multiplicity = 1
- HOMO (eV) = -3.85
- charge = -1
- total energy (eV) = -59455.8096

---

2.
C24H36ClF6N6O6S2Zn | wB97M-V/def2-TZVPD

```
82
Properties=species:S:1:pos:R:3
Zn 0.25 -0.12 -0.48
C 3.84 0.87 -0.58
N 2.60 0.99 -1.33
C 2.38 2.37 -1.73
C 2.66 0.14 -2.53
C 1.31 0.02 -3.20
C 1.23 0.20 -4.65
C 0.05 0.22 -5.29
C -1.21 -0.03 -4.58
C -1.13 -0.11 -3.05
C 0.21 -0.11 -2.44
H 4.71 1.17 -1.18
H 3.99 -0.16 -0.25
H 3.81 1.51 0.30
H 3.16 2.73 -2.42
H 2.39 3.03 -0.85
H 1.41 2.47 -2.23
H 3.04 -0.84 -2.24
H 3.39 0.57 -3.24
H 2.14 0.43 -5.20
H 0.00 0.50 -6.33
H -2.10 0.42 -5.01
H -2.53 -0.34 -1.49
N 1.72 4.13 3.24
C 2.73 3.09 2.85
C 2.00 1.77 2.62
N 0.92 1.88 1.67
C -0.03 2.92 2.00
C 0.63 4.28 2.20
H 2.17 5.02 3.42
H 1.28 3.83 4.12
H 3.48 3.03 3.65
H 3.20 3.45 1.94
H 1.60 1.40 3.57
H 2.72 1.02 2.28
H 1.25 1.97 0.71
H -0.56 2.64 2.92
H -0.76 2.98 1.19
H -0.06 5.04 2.55
H 1.12 4.62 1.29
Cl -5.38 -2.52 -3.57
C -3.97 -1.46 -3.63
C -4.29 -0.04 -3.55
C -3.50 0.84 -2.94
C -2.27 0.47 -2.18
C -1.46 -1.34 -3.87
C -2.77 -2.02 -3.78
C -1.78 1.68 -1.32
O -2.11 2.81 -1.61
O -1.07 1.38 -0.27
H -5.21 0.28 -4.03
H -3.74 1.90 -2.96
H -0.63 -2.04 -3.94
H -2.73 -3.10 -3.84
N -3.47 -2.22 3.04
C -3.59 -1.89 1.57
C -2.49 -0.92 1.12
N -1.33 -1.55 0.52
H -3.99 -3.06 3.28
H -3.83 -1.46 3.61
H -2.47 -2.35 3.31
H -4.58 -1.47 1.42
H -3.53 -2.83 1.02
H -2.15 -0.30 1.95
H -2.93 -0.24 0.39
H -1.60 -2.14 -0.26
H -0.80 -2.12 1.18
F 2.49 -4.48 0.48
C 2.15 -3.27 0.08
F 3.02 -2.83 -0.82
F 0.94 -3.32 -0.49
S 2.13 -2.09 1.49
O 1.60 -0.84 0.97
O 3.46 -2.02 2.01
N 1.04 -2.82 2.37
S 0.57 -2.23 3.75
O -0.76 -1.63 3.61
O 1.53 -1.49 4.49
C 0.21 -3.80 4.64
F 1.30 -4.53 4.79
F -0.71 -4.49 3.95
F -0.30 -3.50 5.84
```

Calculated values
- relative energy (zero: lowest compared OMol25 entry of this formula, charge and spin) (kJ/mol) = 266.4
- Kohn-Sham gap (eV) = 6.3
- multiplicity = 1
- HOMO (eV) = -9.16
- charge = +1
- total energy (eV) = -145605.6225